w | # Cl2H2NO2PS

2 unconnected molecules or ions with the total composition Cl2H2NO2PS (ωB97M-V with the def2-TZVPD basis set, the Open Molecules 2025 dataset).

The HOMO energy (alpha / beta) comes out at -9.87 / -9.90 eV.

ORCA input file:
```
! RIJCOSX wB97M-V def2-TZVPD def2/J DEFGRID3
* xyz 0 1
N 0.629 1.192 -0.003
O -1.312 -0.409 -0.442
O 1.073 -1.242 -0.445
P 0.128 -0.193 -0.818
S -1.318 -1.487 3.355
Cl 0.022 0.199 -2.799
Cl -0.661 -1.659 1.596
H -0.005 1.989 -0.037
H 1.444 1.609 -0.406
*
```


x | # Cl2H2NO2PS

Cl2H2NO2PS in the gas phase (ωB97M-V with the def2-TZVPD basis set, the Open Molecules 2025 dataset).

The HOMO energy comes out at -10.00 eV.

ORCA input file:
```
! RIJCOSX wB97M-V def2-TZVPD def2/J DEFGRID3
* xyz 0 1
N -0.117 -0.413 0.125
P -1.550 -0.948 -0.962
S -1.250 -0.801 -2.837
O -1.570 -2.478 -0.172
Cl -0.296 -3.481 -0.434
O -2.926 -0.332 -0.339
Cl -3.265 -0.608 1.264
H -0.528 0.093 0.957
H 0.486 0.359 -0.371
*
```


Relative energies, kJ/mol: w 0.0; x 69.6.


w | # C9H13N2O

A gas-phase ion, C9H13N2O (charge +1) (ωB97M-V with the def2-TZVPD basis set, the Open Molecules 2025 dataset).

The HOMO energy comes out at -13.18 eV.

ORCA input file:
```
! RIJCOSX wB97M-V def2-TZVPD def2/J DEFGRID3
* xyz 1 1
C -4.235 -0.331 -0.421
C -3.055 -0.238 -0.232
C -1.688 -0.345 0.207
C -0.809 -1.656 0.226
C 0.719 -1.166 0.336
C 1.698 -2.195 -0.285
N 0.921 0.258 -0.196
C 1.698 1.342 0.379
C 0.917 2.603 -0.103
N -0.452 2.061 -0.514
C -0.553 0.727 -0.058
O -1.087 0.476 1.197
H -5.179 -0.149 -0.843
H -0.922 -2.202 -0.611
H -1.165 -2.269 1.072
H 1.065 -0.957 1.286
H 2.502 -2.198 0.366
H 1.875 -1.975 -1.303
H 1.262 -3.265 -0.337
H 1.259 0.098 -1.121
H 2.776 1.165 0.109
H 1.616 1.365 1.427
H 0.774 3.355 0.658
H 1.234 2.842 -1.092
H -1.170 2.653 -0.147
*
```


x | # C9H13N2O

A molecular structure, C9H13N2O (ωB97M-V with the def2-TZVPD basis set, the Open Molecules 2025 dataset).

The HOMO energy comes out at -12.92 eV.

ORCA input file:
```
! RIJCOSX wB97M-V def2-TZVPD def2/J DEFGRID3
* xyz 1 1
C -4.074 -0.647 0.314
C -3.514 0.407 0.968
C -3.453 -1.220 -0.726
C -2.292 0.953 0.495
C -2.158 -0.735 -1.047
C 0.750 -0.613 0.143
C 2.838 -1.190 0.986
C 2.404 0.875 -0.468
C -0.350 0.791 -0.843
N -1.604 0.369 -0.536
N 2.016 -0.411 -0.002
O 0.019 -1.412 0.598
H -5.033 -1.101 0.571
H -3.816 0.969 1.860
H -3.949 -1.967 -1.276
H -1.930 1.932 0.940
H -1.782 -1.153 -1.971
H 2.464 -2.182 0.904
H 3.848 -1.084 0.438
H 2.937 -0.599 1.919
H 3.551 0.895 -0.260
H 2.188 0.804 -1.519
H 1.937 1.725 -0.017
H -0.217 1.774 -0.429
H -0.216 0.617 -1.839
*
```


Relative energies, kJ/mol: w 259.5; x 0.0.


w | # C3H12NO4

3 unconnected molecules or ions with the total composition C3H12NO4 (ωB97M-V with the def2-TZVPD basis set, the Open Molecules 2025 dataset).

The HOMO energy comes out at -4.12 eV.

ORCA input file:
```
! RIJCOSX wB97M-V def2-TZVPD def2/J DEFGRID3
* xyz -1 1
N 2.006 -0.466 0.332
C 0.825 -0.424 1.179
C 0.486 -1.897 1.565
O -0.872 -2.324 1.221
C -0.441 0.474 0.497
O -0.044 0.800 -0.756
H 1.813 -1.149 -0.387
H 2.058 0.427 -0.157
H 1.001 0.091 2.122
H 1.077 -2.665 1.035
H 0.478 -1.846 2.670
H -0.956 -2.141 0.280
H -1.291 -0.251 0.508
H -0.628 1.422 1.032
H -1.891 0.960 -2.702
H -1.175 0.125 -1.605
O -1.921 0.087 -2.298
H 0.079 2.178 -1.385
H -0.457 3.575 -1.211
O -0.145 3.025 -1.939
*
```


x | # C3H12NO4

3 unconnected molecules or ions with the total composition C3H12NO4 (ωB97M-V with the def2-TZVPD basis set, the Open Molecules 2025 dataset).

The HOMO energy comes out at -4.22 eV.

ORCA input file:
```
! RIJCOSX wB97M-V def2-TZVPD def2/J DEFGRID3
* xyz -1 1
N -2.291 1.345 -0.594
C -1.016 0.613 -0.550
C -0.866 -0.406 -1.689
O 0.381 -0.281 -2.398
C -0.872 -0.128 0.796
O 0.420 -0.481 1.018
H -2.381 1.758 -1.513
H -3.046 0.685 -0.459
H -0.143 1.249 -0.614
H -0.899 -1.417 -1.277
H -1.645 -0.270 -2.449
H 1.115 -0.463 -1.772
H -1.388 0.517 1.554
H -1.564 -1.014 0.751
H 3.210 -0.198 -0.288
H 1.789 -0.562 0.176
O 2.501 -0.820 -0.483
H 0.844 1.023 3.473
H 0.939 -0.155 2.494
O 1.240 0.149 3.416
*
```


y | # C3H12NO4

3 unconnected molecules or ions with the total composition C3H12NO4 (ωB97M-V with the def2-TZVPD basis set, the Open Molecules 2025 dataset).

The HOMO energy comes out at -4.27 eV.

ORCA input file:
```
! RIJCOSX wB97M-V def2-TZVPD def2/J DEFGRID3
* xyz -1 1
C 1.159 -1.243 -1.225
O 1.249 -0.250 -2.247
C 0.377 -0.824 0.000
C -1.135 -0.576 -0.253
O -1.797 -0.249 0.924
N 0.547 -1.918 0.988
H 2.153 -1.486 -0.862
H 0.834 -2.172 -1.706
H 0.736 0.103 0.448
H -1.146 0.307 -0.935
H -1.663 -1.438 -0.668
H -1.430 0.963 1.300
H 0.798 -1.532 1.882
H -0.312 -2.432 1.027
H 0.478 0.320 -2.197
H 0.774 2.287 -0.546
O 0.480 3.169 -0.286
H -0.097 2.891 0.494
H -0.822 2.024 2.377
O -1.185 2.055 1.485
*
```


Relative energies, kJ/mol: w 100.6; x 0.0; y 31.8.


w | # C21H19ClN2O4

C21H19ClN2O4 in the gas phase (ωB97M-V with the def2-TZVPD basis set, the Open Molecules 2025 dataset).

The HOMO energy comes out at -8.36 eV.

ORCA input file:
```
! RIJCOSX wB97M-V def2-TZVPD def2/J DEFGRID3
* xyz 0 1
C -6.130 -0.254 2.489
O -5.296 -0.826 1.509
C -4.799 -0.024 0.536
C -5.052 1.332 0.419
C -4.484 2.053 -0.625
Cl -4.818 3.744 -0.746
C -3.666 1.444 -1.551
C -3.410 0.083 -1.438
C -3.965 -0.659 -0.412
O -3.788 -2.002 -0.215
C -2.966 -2.714 -1.097
C -1.519 -2.353 -0.969
C -0.832 -1.616 -0.048
C 0.510 -1.686 -0.501
C 1.702 -1.047 0.125
O 1.601 -0.295 1.071
N 2.850 -1.432 -0.469
C 4.175 -0.914 -0.156
C 4.542 -1.039 1.339
C 4.405 0.366 1.948
C 4.409 1.281 0.764
C 4.497 2.659 0.737
C 4.445 3.311 -0.486
C 4.297 2.597 -1.664
C 4.204 1.213 -1.640
C 4.270 0.568 -0.421
N 0.586 -2.405 -1.595
O -0.664 -2.821 -1.895
H -7.038 0.169 2.048
H -5.607 0.520 3.060
H -6.400 -1.071 3.155
H -5.683 1.845 1.125
H -3.227 2.013 -2.354
H -2.764 -0.378 -2.167
H -3.284 -2.594 -2.143
H -3.101 -3.766 -0.821
H -1.199 -1.100 0.812
H 2.747 -2.020 -1.282
H 4.871 -1.479 -0.783
H 3.895 -1.760 1.835
H 5.572 -1.387 1.424
H 5.207 0.591 2.652
H 3.449 0.467 2.465
H 4.603 3.221 1.653
H 4.515 4.389 -0.522
H 4.253 3.120 -2.608
H 4.085 0.653 -2.556
*
```


x | # C21H19ClN2O4

C21H19ClN2O4 in the gas phase (ωB97M-V with the def2-TZVPD basis set, the Open Molecules 2025 dataset).

The HOMO energy comes out at -9.08 eV.

ORCA input file:
```
! RIJCOSX wB97M-V def2-TZVPD def2/J DEFGRID3
* xyz 0 1
O 1.776 -0.629 2.968
C 1.241 -0.062 2.043
C 1.625 1.355 1.706
C 0.878 1.690 0.614
C 0.877 3.078 0.055
C 2.124 3.927 0.405
C 2.404 3.714 1.897
C 2.613 2.257 2.396
C 0.125 0.446 0.122
O 0.712 -0.003 -1.032
C -1.252 0.838 -0.024
C -1.695 1.291 -1.341
C -2.980 1.832 -1.581
C -3.890 1.718 -0.470
Cl -5.586 2.308 -0.664
C -3.431 1.290 0.832
C -2.113 0.860 1.065
N 0.327 -0.587 1.125
C -0.319 -1.908 1.231
C -0.047 -2.769 0.075
C -1.141 -2.853 -0.852
C -0.988 -3.765 -1.884
C 0.233 -4.346 -2.291
N 0.348 -5.060 -3.503
O 1.387 -5.531 -3.797
O -0.691 -5.098 -4.176
C 1.245 -4.298 -1.366
C 1.162 -3.527 -0.196
H 0.025 3.579 0.426
H 0.631 2.918 -0.958
H 2.826 3.504 -0.308
H 1.964 5.006 0.287
H 1.596 4.155 2.524
H 3.169 4.392 2.229
H 2.603 2.119 3.522
H 3.600 1.940 2.002
H 0.031 -0.546 -1.430
H -0.933 1.297 -2.155
H -3.355 2.388 -2.467
H -4.122 1.154 1.673
H -1.827 0.609 2.058
H 0.053 -2.486 2.055
H -1.356 -1.722 1.308
H -2.111 -2.462 -0.598
H -1.824 -3.858 -2.482
H 2.157 -4.727 -1.629
H 1.924 -3.428 0.584
*
```


Relative energies, kJ/mol: w 0.0; x 298.6.


w | # C2H2FIO

2 unconnected molecules or ions with the total composition C2H2FIO (ωB97M-V with the def2-TZVPD basis set, the Open Molecules 2025 dataset).

The HOMO energy (alpha / beta) comes out at -9.54 / -9.54 eV.

ORCA input file:
```
! RIJCOSX wB97M-V def2-TZVPD def2/J DEFGRID3
* xyz 0 1
C 0.076 0.901 0.577
C 1.055 -0.042 -0.165
O 0.328 2.061 0.899
F 2.285 0.313 -0.270
I 0.855 -1.412 2.451
H -0.982 0.365 0.821
H 0.946 -0.976 -0.726
*
```


x | # C2H2FIO

A molecular structure, C2H2FIO (ωB97M-V with the def2-TZVPD basis set, the Open Molecules 2025 dataset).

The HOMO energy comes out at -10.14 eV.

ORCA input file:
```
! RIJCOSX wB97M-V def2-TZVPD def2/J DEFGRID3
* xyz 0 1
C -0.823 -0.354 -0.184
C 0.653 -0.040 -0.135
O -1.529 -0.443 -1.135
F 1.331 0.382 -1.232
I 0.268 1.744 1.358
H -1.074 -0.665 0.820
H 1.174 -0.624 0.506
*
```


Relative energies, kJ/mol: w 129.8; x 0.0.


w | # CH5NP2

CH5NP2 in the gas phase (ωB97M-V with the def2-TZVPD basis set, the Open Molecules 2025 dataset).

The HOMO energy comes out at -8.76 eV.

ORCA input file:
```
! RIJCOSX wB97M-V def2-TZVPD def2/J DEFGRID3
* xyz 0 1
C 1.879 0.187 0.305
P 0.209 1.122 -0.080
N -0.919 0.067 0.103
P -2.577 -0.057 0.064
H 2.413 -0.146 -0.712
H 2.627 0.803 0.855
H 1.849 -0.778 1.015
H -2.917 0.241 -1.198
H -2.563 -1.440 -0.353
*
```


x | # CH5NP2

CH5NP2 in the gas phase (ωB97M-V with the def2-TZVPD basis set, the Open Molecules 2025 dataset).

The HOMO energy comes out at -8.41 eV.

ORCA input file:
```
! RIJCOSX wB97M-V def2-TZVPD def2/J DEFGRID3
* xyz 0 1
H -0.538 -2.313 2.131
N -0.247 -1.487 1.542
P 0.750 -0.325 1.659
C -0.133 0.900 0.007
P 0.119 -0.160 -1.523
H 0.164 1.904 0.062
H -1.149 0.749 0.406
H 1.513 0.000 -1.834
H -0.480 0.734 -2.450
*
```


Relative energies, kJ/mol: w 0.0; x 69.0.